Record 1
Formula: C24H65IN9O5P4S2Si
Source: the OMol25 dataset
Level of theory: wB97M-V/def2-TZVPD

LUMO ... -2.72 eV
Frontier orbital gap ... 7.40 eV
Spin multiplicity ... 1
Max |F| ... 5.1 eV/Å
Total charge ... +1
Energy relative to the best compared isomer or geometry (same formula, charge and spin) ... 0.0000 eV

Each line ends with the Löwdin charge.
CARTESIAN COORDINATES (ANGSTROEM)
C: 3.3167 0.6217 6.5413  -0.135
C: -0.4712 0.6595 0.8887  -0.672
O: -2.2748 -2.8834 1.6994  0.099
O: -0.8819 -1.3956 -3.5680  -0.305
H: 3.7163 -0.0827 0.5717  0.001
H: -4.5225 -6.9119 -5.9371  0.074
H: 0.2690 -3.6345 1.9592  0.093
N: 2.1312 4.0411 7.5001  -0.290
H: 5.8295 3.5616 7.7533  0.052
H: 5.1489 0.9008 0.8417  0.046
H: -6.0467 -1.4241 -6.2225  0.081
H: 0.0624 1.1149 -3.9979  0.028
C: 5.7806 4.0789 6.7996  -0.112
H: -6.1742 -3.0592 -6.8357  0.081
N: -3.7300 -4.8381 -7.7556  -0.333
C: -2.0803 -0.8293 -0.2107  -0.712
C: -5.5159 -2.1908 -6.7932  -0.128
H: 1.2339 1.2828 -2.8120  0.025
H: 3.0645 -0.1667 7.2534  0.081
H: 0.3813 4.5419 6.3661  0.079
S: -1.8946 2.8839 -2.8523  0.189
H: 0.4936 2.8525 6.8999  0.075
H: -1.3430 -3.6746 -1.7817  0.103
H: -4.2928 -4.8842 -9.7578  0.085
C: -1.4101 -2.9126 0.8697  -0.510
H: 3.7949 0.9979 9.0766  0.083
S: 0.9234 -0.4830 0.9594  0.947
H: -3.0828 -6.5306 -8.8084  0.087
H: 4.0739 2.7257 9.0427  0.080
H: 6.3892 4.9776 6.9185  0.084
H: 3.3710 5.9278 5.3815  0.072
C: -0.2094 -3.8118 0.9990  0.005
H: -2.5098 -2.4379 -2.2031  0.043
P: -2.6041 1.1129 -2.4139  0.380
H: -4.9934 -3.5691 -8.8661  0.053
H: 0.1826 1.5464 -0.8321  0.120
N: 0.6560 0.6293 -3.3276  -0.138
C: -5.2072 -6.0733 -5.7784  -0.122
H: -2.6873 0.2998 -3.5525  -0.027
H: -1.6593 -0.6621 2.0215  0.117
H: -1.3873 2.0280 -0.3148  0.115
H: 3.4772 1.3444 -1.9284  0.023
H: 1.6248 5.5488 8.8233  0.086
H: -0.8117 2.6862 1.5960  0.136
C: 0.6992 3.8885 7.1851  -0.130
H: -4.0543 -0.5449 -5.4487  0.074
O: 3.4923 2.7611 4.9340  -0.324
H: -3.8980 1.2723 -1.9166  -0.082
H: -2.6200 0.6428 1.2441  0.090
H: -5.3638 -1.8061 -7.8073  0.077
C: -1.7979 -0.0630 1.1293  -0.192
C: -2.1104 -3.0114 -1.3754  -0.120
C: -1.4617 0.1796 -1.2617  -0.606
N: -4.5525 -4.8434 -5.3302  -0.290
H: 3.2020 3.1096 -2.1077  0.036
H: 5.3101 3.6193 0.9736  0.044
C: -4.1017 -4.9841 -3.9373  -0.124
C: 4.3719 5.4843 5.4381  -0.138
P: -0.0441 -0.5976 -2.4244  0.865
P: 3.1630 3.3048 6.3082  0.675
H: -2.6935 -6.5489 -7.0946  0.071
H: -2.6232 -1.5433 -5.2554  0.029
H: 4.7865 2.5260 -1.6356  0.042
O: -2.0021 -3.5079 -6.4105  -0.305
H: 3.9620 0.8037 2.1173  0.036
H: 2.3060 6.1820 7.3196  0.075
N: 3.3575 1.8997 7.2417  -0.312
H: -4.9329 -5.2820 -3.2981  0.083
N: -1.4722 -2.1358 -0.3579  -0.179
H: 1.9252 1.6984 2.4220  0.091
H: 3.3517 5.4164 8.5297  0.078
H: -0.2743 -1.6612 -4.2768  0.089
H: -1.7550 -5.5219 -8.1875  0.082
Si: 3.3474 2.3979 0.2978  0.407
C: 4.2429 3.8129 1.1128  -0.141
H: -0.5921 -4.8352 1.0368  0.101
H: 0.4803 -3.7311 0.1631  0.081
H: 6.2438 3.4467 6.0298  0.091
P: -3.4179 -3.9822 -6.3138  0.636
N: -0.7452 1.2548 -0.4987  0.011
H: -3.7360 -4.0192 -3.5728  0.057
H: 4.0302 4.7812 0.6595  0.041
H: 4.2742 0.3700 6.0684  0.085
H: -3.2867 -3.4795 -9.3511  0.092
C: -0.1807 1.8236 1.8329  -0.140
C: -4.0796 -4.1444 -8.9846  -0.107
H: 2.5525 0.6235 5.7685  0.061
H: 1.2399 3.2978 2.3555  0.131
C: 1.2590 2.3348 1.8359  -0.287
C: -2.7597 -5.9039 -7.9766  -0.129
N: 4.4201 4.4731 6.4815  -0.342
H: -0.4517 1.5153 2.8458  0.140
C: -3.4511 -1.3271 -5.9216  -0.145
H: -5.7676 -5.8986 -6.6907  0.078
C: 4.0730 0.8341 1.0315  -0.175
H: -5.9212 -6.3637 -5.0050  0.085
H: 4.0525 3.8300 2.1888  0.021
C: 4.1547 1.8158 8.4474  -0.130
H: 0.7300 -1.1752 -0.1757  -0.151
H: -2.8739 -3.6441 -0.9191  0.085
N: -4.2624 -2.5122 -6.1439  -0.300
H: -3.2974 -5.7200 -3.8288  0.087
H: 5.0667 6.2927 5.6703  0.086
I: -4.2984 -0.9692 -0.2585  0.998
H: 4.6157 5.0824 4.4472  0.068
H: 5.2095 1.6257 8.2223  0.078
H: 0.0923 4.1124 8.0617  0.081
H: -3.0401 -0.9208 -6.8550  0.093
C: 2.3788 5.3733 8.0527  -0.123
O: 1.6811 2.5477 0.4929  -0.246
C: 3.7167 2.3346 -1.5366  -0.155

Record 2
Formula: CH5BOS
Source: the OMol25 dataset
Level of theory: wB97M-V/def2-TZVPD

LUMO ... 0.46 eV
SMILES string ... CB=O.S
Frontier orbital gap ... 10.22 eV
Spin multiplicity ... 1
Max |F| ... 2.5 eV/Å
Energy relative to the best compared isomer or geometry (same formula, charge and spin) ... 0.4580 eV

Each line ends with the Löwdin charge.
CARTESIAN COORDINATES (ANGSTROEM)
H: -2.0351 0.3554 0.5815  0.069
C: -1.3279 -0.2557 1.1326  -0.002
B: -0.6365 -1.1233 0.0989  -0.391
H: 3.7082 -0.7202 -0.2420  -0.254
S: 3.2319 0.4553 0.0567  0.460
H: -1.7723 -0.8552 2.0318  0.117
H: 2.5553 0.4072 -1.1601  -0.170
H: -0.5699 0.2927 1.6033  0.036
O: -0.1303 -1.8108 -0.7208  0.137

Record 3
Formula: C5H14
Source: the OMol25 dataset
Level of theory: wB97M-V/def2-TZVPD

LUMO (alpha / beta) ... 4.33 / 4.27 eV
Frontier orbital gap (alpha / beta) ... 2.80 / 11.10 eV
Spin multiplicity ... 2
Max |F| ... 4.8 eV/Å
Total charge ... -1
Energy relative to the best compared isomer or geometry (same formula, charge and spin) ... 1.7285 eV

Each line ends with the Löwdin spin population.
CARTESIAN COORDINATES (ANGSTROEM)
H: -0.4171 -1.0794 2.2944  0.007
C: -1.6622 0.3856 -1.7668  0.098
H: -0.1658 -0.5130 -3.0111  0.041
H: -2.4499 -0.2605 -2.3107  0.016
H: 1.4767 -2.1815 0.6881  0.038
H: -1.4801 -0.0907 -0.7248  0.006
H: 1.0301 1.2037 0.7422  0.042
H: -0.7174 1.2947 1.4161  0.017
C: 0.1514 -0.5876 1.5782  0.049
H: 0.6876 0.4469 -1.6724  0.044
C: -0.2923 0.3759 -2.4147  0.222
H: 2.0233 -0.6156 0.5554  0.045
H: 2.0334 -1.4158 2.1297  0.018
H: -2.0935 1.3827 -1.7582  0.021
H: 0.9075 1.4483 2.4382  0.023
H: -0.2405 1.3140 -2.8386  0.039
C: 0.3495 0.9803 1.5892  0.124
C: 1.4453 -1.2072 1.2503  0.143
H: -0.5447 -0.6168 0.6355  0.007